i:
Molecular formula: C23H27ClN4O
Method: DFT, wB97M-V/def2-TZVPD

Geometry (Å):
C  1.57245  4.14644  -2.40206
C  1.57458  2.85949  -2.71609
C  0.85950  2.30702  -3.91181
C  2.30450  1.85740  -1.86505
N  1.35545  0.96049  -1.23105
C  1.76005  -0.23524  -0.76105
O  2.85747  -0.71584  -0.99521
C  0.78238  -1.06596  0.08432
C  1.07669  -0.92386  1.57722
C  1.18995  -2.03183  2.35361
C  1.40505  -1.94709  3.76228
C  1.50947  -0.74642  4.35525
N  1.40367  0.38483  3.58711
C  1.46373  1.71365  3.94437
C  1.28604  2.40612  2.78313
N  1.11964  1.56405  1.71976
C  1.19811  0.34645  2.21569
N  -0.62705  -0.99703  -0.28478
C  -1.38852  -2.19532  0.05139
C  -1.01376  -3.44729  -0.74064
C  -0.99742  -3.17245  -2.23606
C  -2.00088  -4.55261  -0.38553
C  -1.36398  0.20759  -0.05289
C  -1.68544  0.65600  1.22478
C  -2.42540  1.81170  1.40888
C  -2.85441  2.52087  0.30136
Cl  -3.77347  3.98180  0.52373
C  -2.57015  2.08469  -0.98104
C  -1.83028  0.92607  -1.14768
H  2.09784  4.51113  -1.52758
H  1.05046  4.87545  -3.01055
H  0.14151  1.54074  -3.61188
H  0.33070  3.08957  -4.45433
H  1.56690  1.82550  -4.59192
H  2.96673  1.24170  -2.47601
H  2.92054  2.36289  -1.11432
H  0.56475  1.39732  -0.78408
H  1.09435  -2.07467  -0.17250
H  1.13164  -3.00740  1.88622
H  1.49346  -2.84094  4.36216
H  1.67642  -0.60095  5.41256
H  1.62607  2.02723  4.95969
H  1.26868  3.47706  2.66574
H  -1.35685  -2.42883  1.13132
H  -2.43027  -1.95646  -0.18071
H  -0.01752  -3.79205  -0.44064
H  -1.97859  -2.81641  -2.56519
H  -0.26274  -2.41126  -2.49695
H  -0.76418  -4.08171  -2.79305
H  -3.01504  -4.27339  -0.68347
H  -1.74542  -5.48039  -0.89924
H  -2.01027  -4.75210  0.68823
H  -1.35533  0.08996  2.08670
H  -2.66830  2.16327  2.40229
H  -2.92235  2.64759  -1.83454
H  -1.59118  0.56343  -2.13993

## Properties
orbital gap	9.0	eV
HOMO energy	-0.3092	Eh
total charge	0
lowest unoccupied orbital energy	0.0206	Eh
molar mass	410.949	u

These are the Löwdin partial charges, in e, on atoms 1 to 8: C 0.051; C -0.361; C -0.057; C -0.147; N 0.093; C -0.433; O 0.068; C -0.154

---

ii:
Molecular formula: C23H27ClN4O
Method: DFT, wB97M-V/def2-TZVPD

Geometry (Å):
C  3.32072  -4.63501  1.75894
C  3.36102  -3.31283  1.66567
C  3.96591  -2.43464  2.72450
C  2.79594  -2.59342  0.46175
N  1.79623  -1.59496  0.80434
C  0.58687  -1.95638  1.26603
O  0.19667  -3.11470  1.29824
C  -0.36825  -0.84163  1.74177
C  0.13974  0.08248  2.84476
C  -0.59027  0.18513  3.99646
C  -0.24199  1.08421  5.04087
C  0.84262  1.88058  4.90988
N  1.58971  1.79616  3.76398
C  2.72069  2.48637  3.39103
C  3.04543  2.00876  2.15194
N  2.16833  1.05591  1.74201
C  1.28713  0.92360  2.72529
N  -1.00153  -0.14211  0.63009
C  -2.30965  0.42762  0.93752
C  -3.40369  -0.60183  1.23696
C  -3.47116  -1.67994  0.16151
C  -4.73564  0.13081  1.37980
C  -0.20677  0.66163  -0.23636
C  -0.02230  2.02038  0.00161
C  0.73313  2.79757  -0.86141
C  1.31790  2.20192  -1.96661
Cl  2.27969  3.16632  -3.04890
C  1.14374  0.85237  -2.22738
C  0.37187  0.09052  -1.36375
H  2.84225  -5.23642  0.99653
H  3.74678  -5.15378  2.60891
H  3.21254  -1.76620  3.14878
H  4.39375  -3.02727  3.53202
H  4.75086  -1.79977  2.30401
H  3.60079  -2.06753  -0.05837
H  2.36321  -3.31517  -0.23201
H  2.09319  -0.63169  0.94260
H  -1.15139  -1.43933  2.20283
H  -1.46459  -0.44269  4.11713
H  -0.83919  1.14110  5.93920
H  1.17327  2.59204  5.65187
H  3.17499  3.22809  4.02351
H  3.87603  2.31391  1.53601
H  -2.26601  1.15260  1.76753
H  -2.61656  0.98963  0.05157
H  -3.19714  -1.08552  2.19803
H  -3.65923  -1.22933  -0.81719
H  -2.54022  -2.24304  0.09839
H  -4.28003  -2.38244  0.36998
H  -5.01003  0.61985  0.44169
H  -5.53553  -0.56409  1.63883
H  -4.69131  0.89718  2.15660
H  -0.46959  2.47367  0.87810
H  0.87829  3.85279  -0.67611
H  1.59679  0.40833  -3.10279
H  0.21314  -0.96274  -1.55446

## Properties
orbital gap	8.6	eV
HOMO energy	-0.3032	Eh
total charge	0
lowest unoccupied orbital energy	0.0123	Eh
molar mass	410.949	u

These are the Löwdin partial charges, in e, on atoms 1 to 8: C 0.052; C -0.356; C -0.058; C -0.144; N 0.086; C -0.430; O 0.067; C -0.153

---

Quick one: most stable of them? ii

---

i:
Molecular formula: C4H9NO2S
Method: DFT, wB97M-V/def2-TZVPD

Geometry (Å):
C  1.67312  0.65803  -0.20792
C  0.45467  -1.72975  -0.58462
C  -2.60663  0.08486  0.03834
C  0.72797  -0.42347  0.11392
N  2.11344  1.30206  0.93193
O  2.02650  0.99081  -1.33462
O  -0.94919  2.27267  -0.21067
S  -1.19160  0.97156  -0.83313
H  0.18587  -2.50269  0.23212
H  1.33860  -1.97356  -1.13404
H  -0.36065  -1.64657  -1.20802
H  -2.24037  -1.02228  0.06684
H  -3.44485  0.25931  -0.57156
H  -2.76839  0.35957  1.12971
H  0.71621  -0.57401  1.12599
H  1.76895  0.77979  1.72227
H  2.55635  2.19366  0.72344

## Properties
orbital gap (alpha / beta)	7.8 / 7.9	eV
HOMO energy (alpha / beta)	-0.3154 / -0.3154	Eh
total charge	0
lowest unoccupied orbital energy (alpha / beta)	-0.0271 / -0.0242	Eh
molar mass	135.188	u

These are the Löwdin partial charges, in e, on atoms 1 to 8: C -0.625; C -0.100; C -0.277; C -0.165; N 0.159; O 0.021; O -0.551; S 0.932

---

ii:
Molecular formula: C4H9NO2S
Method: DFT, wB97M-V/def2-TZVPD

Geometry (Å):
N  -0.90565  -1.89821  0.41154
C  -0.66426  -0.46402  0.13479
C  0.84186  -0.05917  0.16874
C  1.50932  0.11757  -1.23590
S  1.87962  2.01022  -1.10474
C  -1.55420  0.29194  1.09814
O  -1.49581  0.22168  2.24317
O  -2.31846  1.30288  0.54706
H  -0.17858  -2.42570  0.03712
H  -0.96770  -2.11677  1.41140
H  -1.07064  -0.36426  -0.82498
H  0.90877  0.95110  0.88212
H  1.25567  -0.90150  0.78397
H  2.45444  -0.34997  -1.35591
H  0.77231  -0.06032  -2.03630
H  2.51444  2.12646  -2.25440
H  -2.98115  1.61806  1.09419

## Properties
orbital gap	10.1	eV
HOMO energy	-0.3424	Eh
total charge	0
lowest unoccupied orbital energy	0.0301	Eh
molar mass	135.188	u

These are the Löwdin partial charges, in e, on atoms 1 to 8: N 0.052; C -0.314; C -0.248; C -0.423; S 0.670; C -0.507; O 0.169; O 0.117

---

iii:
Molecular formula: C4H9NO2S
Method: DFT, wB97M-V/def2-TZVPD

Geometry (Å):
C  -1.14636  0.31078  -1.72385
C  -1.02066  0.48859  -0.18962
C  0.21461  -0.03585  0.40536
C  0.32481  -1.49275  0.16976
N  1.47298  0.87691  0.15190
S  0.98699  0.72006  1.73100
O  1.81584  -0.14043  2.46895
O  0.49440  1.95392  2.27449
H  -0.17237  0.23247  -2.02497
H  -1.51928  1.26704  -2.03717
H  -1.73166  -0.60002  -2.07616
H  -1.89351  0.26626  0.42712
H  -0.95208  1.50889  -0.00880
H  1.32771  -1.95282  0.04211
H  -0.43394  -1.72746  -0.58465
H  -0.00435  -1.98193  1.12771
H  2.23685  0.30633  -0.15317

## Properties
orbital gap	10.9	eV
HOMO energy	-0.3745	Eh
total charge	0
lowest unoccupied orbital energy	0.0246	Eh
molar mass	135.188	u

These are the Löwdin partial charges, in e, on atoms 1 to 8: C -0.057; C -0.231; C -0.572; C -0.038; N -0.017; S 0.648; O -0.272; O -0.270

---

Quick one: most stable of them? ii

---

i:
Molecular formula: CH7N2
Method: DFT, wB97M-V/def2-TZVPD

Geometry (Å):
N  0.16212  -0.19748  -1.72568
H  -0.64125  -0.39287  -2.25362
H  1.04945  -0.27684  -2.43066
H  0.18629  0.87055  -1.68776
H  -0.20643  -0.57469  -0.14078
C  -0.14482  0.54504  1.71081
N  -0.40544  -0.55984  1.03098
H  -0.24624  1.60602  1.30182
H  0.63435  0.39792  2.50814
H  -0.38803  -1.41782  1.68674

## Properties
orbital gap	10.7	eV
HOMO energy	-0.6036	Eh
total charge	+1
lowest unoccupied orbital energy	-0.2116	Eh
molar mass	47.081	u

These are the Löwdin partial charges, in e, on atoms 1 to 8: N 0.006; H 0.021; H 0.151; H 0.084; H 0.131; C 0.097; N 0.081; H 0.130

---

ii:
Molecular formula: CH7N2
Method: DFT, wB97M-V/def2-TZVPD

Geometry (Å):
C  -1.57842  -0.42181  0.06462
N  -0.96130  0.64060  -0.10305
N  1.55635  -0.01134  0.01105
H  -2.68963  -0.44125  0.07769
H  -0.92735  -1.23448  0.32319
H  0.18903  0.46775  0.29983
H  -1.27116  1.50863  -0.52291
H  2.12561  0.75330  -0.33952
H  2.20024  -0.43760  0.80286
H  1.35663  -0.82379  -0.61376

## Properties
orbital gap	11.6	eV
HOMO energy	-0.5900	Eh
total charge	+1
lowest unoccupied orbital energy	-0.1650	Eh
molar mass	47.081	u

These are the Löwdin partial charges, in e, on atoms 1 to 8: C 0.063; N 0.094; N 0.039; H 0.133; H 0.097; H 0.113; H 0.144; H 0.078

---

Quick one: most stable of them? ii

---

i:
Molecular formula: C18H36Cl18
Method: DFT, wB97M-V/def2-TZVPD

Geometry (Å):
Cl  -3.09176  5.65843  -2.67833
C  -1.48197  4.96080  -2.15994
C  -1.57638  3.48025  -1.64095
Cl  -2.03472  2.40682  -2.85648
H  -1.01850  5.68618  -1.49127
H  -0.69236  4.98909  -2.91083
H  -2.26196  3.36620  -0.80127
H  -0.63668  3.08493  -1.25520
Cl  4.03258  0.84636  -1.72158
C  3.23175  0.16803  -0.32560
C  3.90318  -1.15104  -0.03867
Cl  5.31432  -0.86492  0.93538
H  2.18407  -0.00552  -0.57124
H  3.26877  0.86833  0.50886
H  4.18083  -1.78650  -0.87962
H  3.18983  -1.75271  0.52455
Cl  -3.05855  0.03476  -1.23860
C  -3.31415  0.34519  0.50304
C  -4.03720  1.67088  0.61549
Cl  -2.92087  2.96020  0.17011
H  -2.34473  0.40319  0.99797
H  -3.94377  -0.44883  0.90455
H  -4.32424  1.93256  1.63393
H  -4.97521  1.69553  0.06084
Cl  -0.01592  3.95064  3.84976
C  0.85694  2.89241  2.67261
C  0.70150  3.29260  1.16178
Cl  -0.98873  3.13411  0.59288
H  0.50561  1.86439  2.76115
H  1.91955  2.82474  2.90578
H  1.34701  2.67964  0.53271
H  1.05523  4.31729  1.04786
Cl  1.76205  -6.24041  1.53712
C  1.33800  -4.98823  0.31324
C  0.91449  -3.71789  1.11602
Cl  0.75449  -2.18065  0.17899
H  0.64018  -5.49204  -0.35557
H  2.17995  -4.75126  -0.33719
H  1.64238  -3.52942  1.90518
H  -0.04981  -3.91434  1.58467
Cl  0.86072  2.66438  -4.52771
C  0.42749  1.34311  -3.46586
C  1.68647  0.56934  -3.11167
Cl  1.19680  -0.91086  -2.18181
H  -0.27822  0.67065  -3.95357
H  0.03518  1.89776  -2.61348
H  2.38258  1.17781  -2.53435
H  2.26282  0.26911  -3.98677
Cl  1.43964  1.63666  -0.64405
C  -0.21396  1.01896  -0.86074
C  -0.42041  -0.34829  -0.13751
Cl  -0.76504  -0.12578  1.62520
H  -0.41773  0.86382  -1.92022
H  -0.95002  1.73523  -0.49567
H  0.34453  -1.11993  -0.22440
H  -1.34398  -0.85333  -0.42043
Cl  -0.93254  -5.03961  0.02839
C  -2.34340  -4.43460  -0.89578
C  -3.00697  -3.29580  -0.17389
Cl  -2.05381  -1.84293  -0.20672
H  -3.02281  -5.28695  -0.89838
H  -2.02038  -4.35958  -1.93411
H  -3.12249  -3.46828  0.89616
H  -3.98539  -3.06488  -0.59515
Cl  1.68836  0.68368  2.13374
C  1.08516  -0.87249  2.59157
C  1.74210  -1.39952  3.86015
Cl  3.43014  -1.73930  3.61397
H  1.23572  -1.50983  1.72024
H  0.01027  -0.73600  2.71032
H  1.27622  -2.26811  4.32557
H  1.61794  -0.54441  4.52458

## Properties
orbital gap	8.6	eV
HOMO energy	-0.3182	Eh
total charge	0
lowest unoccupied orbital energy	-0.0032	Eh
molar mass	890.640	u

These are the Löwdin partial charges, in e, on atoms 1 to 8: Cl 0.510; C -0.560; C -0.887; Cl 0.747; H 0.067; H 0.056; H -0.379; H -0.022

---

ii:
Molecular formula: C18H36Cl18
Method: DFT, wB97M-V/def2-TZVPD

Geometry (Å):
Cl  -19.45511  -4.30393  8.69353
C  -19.30839  -5.58694  7.52017
C  -18.77609  -6.85292  8.09921
Cl  -20.19229  -7.69089  8.89255
H  -18.60646  -5.28238  6.78518
H  -20.25096  -5.74986  7.03429
H  -18.03081  -6.62962  8.88175
H  -18.34976  -7.44370  7.27141
Cl  -13.98031  -4.98500  1.62873
C  -14.16188  -6.72955  1.44055
C  -14.37658  -7.46834  2.76940
Cl  -16.02451  -7.11100  3.37434
H  -13.17310  -7.03579  1.04792
H  -14.98723  -6.77759  0.74278
H  -13.76262  -7.15850  3.60154
H  -14.30028  -8.54790  2.50866
Cl  -22.09064  -9.86998  -0.02811
C  -23.57246  -10.37822  0.81711
C  -24.71958  -10.09139  -0.10427
Cl  -26.12762  -10.74578  0.71136
H  -23.73022  -9.86671  1.79059
H  -23.54024  -11.42969  1.04466
H  -24.75945  -10.57715  -1.08496
H  -24.91877  -8.99552  -0.21119
Cl  -19.57361  -2.34096  3.31861
C  -18.55963  -3.75656  3.44997
C  -17.10792  -3.49356  3.74299
Cl  -16.80117  -3.09018  5.43817
H  -18.54359  -4.27091  2.46729
H  -18.90652  -4.49889  4.19654
H  -16.77311  -2.59523  3.20709
H  -16.59897  -4.39874  3.43729
Cl  -22.99867  -6.77016  5.19784
C  -24.75119  -6.90024  4.85775
C  -25.04160  -7.80004  3.73687
Cl  -24.49901  -7.13581  2.14769
H  -25.10328  -5.88278  4.73268
H  -25.20898  -7.41339  5.67608
H  -26.09093  -8.13073  3.72474
H  -24.33536  -8.62841  3.83413
Cl  -24.67775  -3.01033  2.46469
C  -23.14040  -3.63583  1.77740
C  -23.31284  -3.87654  0.28759
Cl  -23.64926  -2.27793  -0.52156
H  -22.89222  -4.57677  2.28566
H  -22.25741  -3.01157  1.94189
H  -24.09718  -4.54092  -0.06752
H  -22.34246  -4.10253  -0.16611
Cl  -19.68784  -2.55405  -1.10787
C  -17.91131  -2.64425  -0.96036
C  -17.33999  -3.88261  -0.32281
Cl  -17.67472  -5.33076  -1.19001
H  -17.62539  -1.87277  -0.24992
H  -17.54008  -2.39231  -1.94857
H  -17.69598  -3.98335  0.69592
H  -16.25484  -3.69770  -0.33796
Cl  -20.40284  -6.04255  0.86869
C  -20.75135  -6.53339  2.56658
C  -19.70917  -7.56940  2.93653
Cl  -19.84754  -7.98426  4.70878
H  -21.76329  -6.94046  2.44847
H  -20.81727  -5.66092  3.17012
H  -18.66383  -7.29647  2.66696
H  -19.89054  -8.40788  2.31638
Cl  -18.86862  -9.40028  -2.54109
C  -17.65493  -9.59685  -1.13204
C  -17.92010  -10.93783  -0.49663
Cl  -17.05384  -11.11916  1.05507
H  -17.78987  -8.67906  -0.55218
H  -16.73240  -9.47019  -1.63972
H  -17.69012  -11.70589  -1.20633
H  -18.97019  -10.95110  -0.30801

## Properties
orbital gap	10.6	eV
HOMO energy	-0.3801	Eh
total charge	0
lowest unoccupied orbital energy	0.0078	Eh
molar mass	890.640	u

These are the Löwdin partial charges, in e, on atoms 1 to 8: Cl 0.589; C -0.759; C -0.619; Cl 0.505; H 0.025; H 0.036; H 0.074; H 0.059

---

Quick one: most stable of them? ii

---

i:
Molecular formula: C2HBrCl2O
Method: DFT, wB97M-V/def2-TZVPD

Geometry (Å):
O  -0.73875  0.74726  1.65060
C  -0.33756  0.71284  0.56210
Cl  -0.20197  2.10837  -0.42683
C  0.14413  -0.54764  -0.32567
Cl  -0.15217  -2.12060  0.51992
Br  1.98785  -0.54563  -0.86636
H  -0.70154  -0.35458  -1.11377

## Properties
orbital gap	10.8	eV
HOMO energy	-0.3959	Eh
total charge	0
lowest unoccupied orbital energy	-0.0008	Eh
molar mass	191.839	u

Per-atom Löwdin charges, elementary charge units: O 0.080; C -0.959; Cl 0.717; C -1.126; Cl 0.525; Br 0.670; H 0.093

---

ii:
Molecular formula: C2HBrCl2O
Method: DFT, wB97M-V/def2-TZVPD

Geometry (Å):
C  0.43926  0.99009  -0.61969
C  -0.62928  -0.52063  0.42657
O  0.09802  1.10071  -1.71478
Cl  1.96155  1.34262  0.16540
Cl  -0.22549  -0.48436  2.07727
Br  0.13990  -1.84137  -0.59237
H  -1.78396  -0.58707  0.25759

## Properties
orbital gap	8.9	eV
HOMO energy	-0.3405	Eh
total charge	0
lowest unoccupied orbital energy	-0.0148	Eh
molar mass	191.839	u

Per-atom Löwdin charges, elementary charge units: C -0.810; C -1.193; O 0.033; Cl 0.644; Cl 0.557; Br 0.704; H 0.065

---

Quick one: most stable of them? i